# 1
The following is a quantum chemistry calculation of C19H48F2N9O13S2Tl as an isolated structure, from the Open Molecules 2025 dataset.

XYZ file:
```
94
Properties=species:S:1:pos:R:3:mulliken_charge:R:1
Tl 2.9274 -3.6775 0.3335 0.9832
N -0.4391 -1.4217 -0.0197 -0.0891
S -1.8095 -1.2053 0.5791 1.0271
O -2.9652 -1.7821 -0.0791 -0.5113
O -2.0506 -0.0334 1.3655 -0.5091
F -1.5537 -2.1004 1.8523 -0.2867
S -0.8723 -0.3905 -1.3020 1.0981
O -0.8604 1.0548 -0.9913 -0.5353
O -1.6305 -0.9490 -2.3864 -0.5094
F 0.6117 -0.5147 -2.0148 -0.3017
C -5.8273 0.8663 8.0511 -1.2443
C -4.9860 0.3849 6.8556 0.5386
C -4.9060 -1.1020 6.6609 -1.2660
O -5.5880 0.9816 5.7472 -0.4414
H -6.7829 0.3420 8.0524 0.3148
H -5.7663 1.9408 8.2237 0.4223
H -5.3937 0.5017 8.9823 0.3570
H -3.9687 0.7666 6.9424 0.2252
H -4.1750 -1.3527 5.8923 0.2875
H -5.8949 -1.4968 6.4278 0.3699
H -4.6512 -1.4685 7.6553 0.3518
H -5.4303 1.8857 6.0289 0.3523
O -3.4617 4.9272 4.4869 -0.5001
C -3.3943 5.4452 3.3968 0.7477
N -2.8798 4.8925 2.2953 -0.3427
C -3.8058 6.8691 3.3393 -1.0881
H -2.8293 5.5151 1.5016 0.2077
H -2.7095 3.8970 2.2816 0.2234
H -4.1630 7.2239 4.3061 0.3078
H -4.7250 6.9206 2.7558 0.3456
H -3.1023 7.5804 2.9067 0.3421
O 0.6007 5.2010 -4.8754 -0.5494
C 1.5764 5.6062 -4.1349 0.6415
N 1.6493 5.1616 -2.8980 -0.3361
C 2.7008 6.6776 -4.5582 -0.8831
H 0.7936 4.7158 -2.5995 0.2287
H 2.5588 4.9457 -2.5154 0.2429
H 3.1020 6.5301 -5.5609 0.3043
H 3.5278 6.6897 -3.8483 0.2769
H 2.3237 7.6882 -4.7148 0.2743
O -6.5244 -1.5711 -6.2916 -0.5126
C -5.5750 -1.1091 -5.6576 0.7279
N -5.2336 -1.7699 -4.5876 -0.3048
C -4.8580 0.1786 -5.9934 -0.7944
H -4.4219 -1.5596 -4.0246 0.1870
H -5.7116 -2.6515 -4.4677 0.2176
H -4.0558 0.3837 -5.2845 0.2632
H -5.6134 0.9643 -5.9961 0.2580
H -4.4274 0.1884 -6.9947 0.2844
O 1.8711 -2.7068 4.7095 -0.6412
C 1.9431 -2.4114 5.9106 0.6149
N 2.8984 -2.9924 6.5777 -0.3547
C 0.9777 -1.5167 6.5726 -0.8302
H 3.4100 -3.7386 6.1285 0.2252
H 2.9734 -2.8667 7.5770 0.2095
H 0.0354 -2.0532 6.6838 0.2656
H 0.8614 -0.7757 5.7817 0.2159
H 1.1554 -0.9577 7.4913 0.3715
O 3.2195 0.8002 1.3281 -0.6536
C 2.8582 1.7997 1.9849 0.8117
N 1.8835 2.5572 1.5826 -0.3112
C 3.3729 2.2101 3.3681 -1.0986
H 1.5621 3.3109 2.1732 0.1887
H 1.4454 2.3171 0.7048 0.2136
H 4.3412 1.7737 3.6131 0.3089
H 2.7484 1.8597 4.1898 0.2868
H 3.4062 3.2996 3.3606 0.3616
O -0.0603 -5.1723 -2.5135 -0.5907
C -1.0326 -5.7647 -2.9694 0.7660
N -2.2331 -5.6357 -2.4151 -0.3450
C -0.8581 -6.6720 -4.1520 -1.0701
H -3.0227 -6.0315 -2.9048 0.2044
H -2.3839 -4.9560 -1.6833 0.2257
H 0.1795 -6.7748 -4.4696 0.2712
H -1.3160 -6.1588 -4.9975 0.3249
H -1.3059 -7.6468 -3.9586 0.3587
O 4.2564 -4.6540 -3.8302 -0.5901
C 4.1433 -4.3923 -5.0087 0.7240
N 3.0331 -3.9763 -5.5008 -0.3144
C 5.3357 -4.4323 -5.9774 -1.0673
H 3.0560 -3.6047 -6.4397 0.2041
H 2.1910 -3.7715 -4.9821 0.2166
H 5.8508 -3.4719 -5.9995 0.2956
H 5.2072 -4.7623 -7.0083 0.3712
H 6.0518 -5.1329 -5.5478 0.3002
O 5.7871 -0.9968 -2.4415 -0.5579
C 6.4896 -0.0402 -2.6008 0.6294
N 5.9669 1.1740 -2.4372 -0.3425
C 7.9669 -0.1859 -3.0503 -0.8573
H 6.4778 1.9682 -2.0791 0.2068
H 4.9650 1.3010 -2.4291 0.2127
H 7.9672 -0.9842 -3.7924 0.2328
H 8.6081 -0.6772 -2.3185 0.2912
H 8.3869 0.7727 -3.3551 0.3126
```

Values from the calculation:
LUMO level = -11.84 eV
charge = +2
molecular weight = 917.2 g/mol


# 2
The following is a quantum chemistry calculation of a 9-piece molecular cluster, C50H89FN3O17S8 overall, from the Open Molecules 2025 dataset.

XYZ file:
```
168
Properties=species:S:1:pos:R:3:mulliken_charge:R:1
C 1.3080 8.9698 -4.3613 0.5507
C 1.1449 7.8471 -4.7400 -0.9750
C 0.7697 6.5181 -5.2472 -1.0086
N 1.2265 5.4289 -4.3907 0.3979
C 0.5067 4.9112 -3.4385 -1.0625
N -0.7773 5.4177 -3.1447 -0.1603
C -0.8943 5.0989 -1.6983 0.5394
C 0.2513 5.8369 -1.0302 -1.6190
C 1.1920 6.4527 -0.6207 0.4498
C -2.1894 5.4259 -0.9376 -0.6872
C -1.8770 5.5219 0.5024 -0.8510
C -1.5520 5.5708 1.6521 0.1359
C -0.3865 3.6422 -1.7537 -0.0507
C -1.3442 2.4996 -2.1074 -0.6252
C -2.1692 2.6494 -3.3973 -1.7138
C -1.4164 2.3945 -4.7196 0.9063
C -1.1827 0.8970 -5.0660 -0.9971
O -0.9005 0.0715 -3.9377 -0.4954
N 0.7920 3.8847 -2.6068 1.4925
C 1.5858 2.7477 -3.0740 -0.2029
F 1.8965 2.8167 -4.4160 -0.4348
C 2.8959 2.6990 -2.2696 -0.0579
C 3.7193 3.9780 -2.4586 -1.2389
H 1.5655 10.0013 -4.2720 0.6520
H 1.1457 6.3734 -6.2613 0.5044
H -0.3189 6.4771 -5.3385 0.3514
H 2.1502 5.0423 -4.5360 0.1522
H -0.7574 6.4408 -3.1500 0.5627
H 2.0625 7.0681 -0.5866 0.6642
H -2.5197 6.4270 -1.2373 0.3991
H -2.9742 4.6835 -1.0870 0.3661
H -0.9664 5.4888 2.5401 0.4564
H -0.0924 3.4468 -0.7130 -0.2279
H -2.0647 2.4598 -1.2778 0.4645
H -0.7949 1.5580 -2.0510 0.9342
H -2.6273 3.6402 -3.4698 0.4325
H -3.0145 1.9478 -3.3713 0.5823
H -0.4577 2.9134 -4.8093 -0.3211
H -2.0445 2.7975 -5.5140 0.1255
H -1.9802 0.4534 -5.6695 0.2621
H -0.2933 0.8545 -5.7020 0.3839
H -1.6868 0.0519 -3.3835 0.3715
H 1.0905 1.7883 -2.9060 0.2898
H 2.6289 2.5201 -1.2237 -0.0731
H 3.4458 1.8320 -2.6473 0.5156
H 4.7380 3.7625 -2.1273 0.5063
H 3.3453 4.8096 -1.8561 0.0776
H 3.7692 4.2647 -3.5150 0.2680
C 5.0622 -0.9594 1.6051 -0.8121
C 5.4005 -0.1006 2.8306 -0.4943
C 5.6379 1.3333 2.3384 -0.8307
S 4.6513 1.5127 0.8511 1.2056
O 5.5342 1.7087 -0.2777 -0.7094
O 3.5457 2.4143 1.1059 -0.6406
C 4.0375 -0.1573 0.8124 0.2725
H 4.6715 -1.9349 1.8908 0.3915
H 5.9604 -1.1183 1.0026 0.3320
H 4.5590 -0.1143 3.5247 0.1929
H 6.2715 -0.4815 3.3627 0.3949
H 5.3189 2.0733 3.0687 0.3729
H 6.6795 1.5029 2.0703 0.3672
H 3.9350 -0.4864 -0.2206 0.5755
H 3.0660 -0.1507 1.3080 -0.5159
C -3.7766 4.8043 -8.8303 -0.5138
C -3.7243 4.1192 -10.2015 -0.6431
C -3.1763 2.7027 -9.9866 -0.6940
S -3.6352 2.2361 -8.3147 1.1314
O -2.4313 2.0881 -7.5268 -0.5571
O -4.6341 1.2034 -8.3580 -0.7234
C -4.4105 3.7904 -7.8831 -0.6404
H -4.3474 5.7313 -8.8623 0.3659
H -2.7627 5.0429 -8.4979 0.2294
H -4.7314 4.0651 -10.6192 0.3032
H -3.1079 4.6746 -10.9068 0.3437
H -3.6068 1.9882 -10.6836 0.3394
H -2.0900 2.6770 -10.0537 0.3706
H -4.2337 4.0086 -6.8316 0.3200
H -5.4790 3.6887 -8.0703 0.3558
C -1.1285 0.7004 4.0879 -0.7000
C -1.3066 1.6579 2.9061 -0.9215
C -0.0514 1.5443 2.0307 0.4303
S 0.5780 -0.1201 2.2806 1.2507
O 1.8652 -0.0309 2.9344 -0.6669
O 0.3974 -0.8882 1.0690 -0.7713
C -0.6355 -0.6136 3.4881 -0.6616
H -2.0494 0.5612 4.6320 0.2626
H -0.3853 1.0988 4.7762 0.2850
H -2.1864 1.3636 2.3286 0.2994
H -1.4629 2.6835 3.2394 0.3510
H -0.2750 1.6841 0.9743 -0.6739
H 0.7240 2.2442 2.3412 0.4888
H -0.1802 -1.2766 4.2206 0.7055
H -1.4381 -1.1312 2.9605 0.1710
C -0.6287 -5.9602 3.4047 -0.2249
C -2.0047 -6.5543 3.7217 -0.5586
C -2.7760 -5.5126 4.5436 -0.8368
S -2.1312 -3.9126 4.0548 1.2913
O -1.4622 -3.3144 5.1882 -0.6713
O -3.1343 -3.1920 3.3059 -0.7220
C -0.8923 -4.5342 2.9261 -0.6154
H -0.1023 -6.5399 2.6525 -0.0531
H -0.0163 -5.9449 4.3089 0.2990
H -2.5368 -6.7568 2.7903 0.3286
H -1.9212 -7.4950 4.2590 0.3400
H -3.8438 -5.5410 4.3403 0.3667
H -2.5985 -5.6306 5.6112 0.3636
H -0.0116 -3.8954 2.9597 0.3204
H -1.3235 -4.5262 1.9250 0.4234
C 2.4139 10.8202 -0.6817 -0.7626
C 1.0696 10.1294 -0.4140 0.0193
C 0.1901 11.1193 0.3585 -0.8134
S 0.7382 12.7612 -0.1250 1.1422
O 1.3097 13.4113 1.0229 -0.6408
O -0.2798 13.3893 -0.9248 -0.6592
C 2.0694 12.2161 -1.1908 -0.6696
H 3.0167 10.2691 -1.4044 0.3519
H 2.9836 10.8922 0.2472 0.3782
H 0.5933 9.8780 -1.3656 0.0198
H 1.1962 9.2021 0.1426 0.1712
H -0.8627 11.0094 0.1103 0.3919
H 0.3280 11.0252 1.4341 0.3749
H 2.8980 12.9175 -1.1284 0.4507
H 1.6825 12.1818 -2.2096 0.2461
C -3.2602 1.0143 9.1904 -0.6004
C -4.0051 2.3526 9.2779 -0.6078
C -3.6771 3.1442 8.0059 -0.7291
S -3.3320 1.9243 6.7336 1.2490
O -1.9455 2.0353 6.3439 -0.6146
O -4.3872 1.9366 5.7518 -0.7406
C -3.5149 0.4877 7.7818 -0.6626
H -3.6030 0.3100 9.9467 0.3612
H -2.1902 1.1763 9.3403 0.3057
H -5.0801 2.1680 9.3297 0.3036
H -3.7265 2.9120 10.1699 0.3247
H -4.5097 3.7655 7.6848 0.3451
H -2.7854 3.7558 8.1317 0.3490
H -2.8117 -0.2835 7.4723 0.3500
H -4.5378 0.1282 7.6727 0.3874
C 1.6407 -11.1270 1.5267 0.1492
C 2.5340 -9.9185 1.2212 -1.0096
C 1.7929 -8.6632 1.6993 -0.6567
S 0.7362 -9.1962 3.0519 1.2540
O -0.6423 -9.0337 2.6507 -0.6361
O 1.2321 -8.6471 4.2913 -0.7076
C 1.1549 -10.9294 2.9589 -0.8949
H 2.1744 -12.0613 1.4148 -0.0500
H 0.7917 -11.1404 0.8421 0.1995
H 3.4771 -10.0169 1.7638 0.3422
H 2.7726 -9.8523 0.1602 0.3756
H 2.4757 -7.8979 2.0621 0.4619
H 1.1549 -8.2511 0.9185 0.3616
H 0.2833 -11.5308 3.2061 0.4249
H 1.9541 -11.1148 3.6764 0.4033
C 0.5439 -16.2372 -0.9464 -0.5850
C 1.7723 -16.8593 -0.2713 -0.6005
C 2.6153 -15.7099 0.2951 -0.7661
S 1.4664 -14.3770 0.6521 1.3125
O 1.7663 -13.2809 -0.2333 -0.6839
O 1.3518 -14.2069 2.0801 -0.7109
C 0.0056 -15.2039 0.0382 -0.7817
H -0.2085 -16.9864 -1.1882 0.3605
H 0.8425 -15.7465 -1.8756 0.2896
H 1.4491 -17.5139 0.5407 0.2963
H 2.3521 -17.4641 -0.9670 0.3253
H 3.1264 -15.9933 1.2122 0.3859
H 3.3358 -15.3425 -0.4335 0.3645
H -0.6619 -14.4769 -0.4193 0.3898
H -0.4837 -15.6828 0.8863 0.3835
```

Values from the calculation:
LUMO level = -1.99 eV
charge = +1
molecular weight = 1279.8 g/mol


# 3
The following is a quantum chemistry calculation of C12H19GaNO2Pt as an isolated structure, from the Open Molecules 2025 dataset.

XYZ file:
```
36
Properties=species:S:1:pos:R:3:mulliken_charge:R:1
C -1.2834 3.8736 -1.5743 -1.0790
C -1.8347 2.6209 -0.6985 0.3843
C -3.3682 2.4049 -0.4511 -0.4566
C -3.7892 1.1426 0.4155 -0.3971
C -2.7334 0.1585 1.0329 -0.4420
C -1.1835 0.3844 0.7729 0.2137
C -0.1065 -0.6113 1.3913 -0.3677
Ga 1.8514 -0.0104 1.1671 0.1141
N 2.9099 -0.2875 2.8131 -0.5079
C 2.8304 -1.0018 -0.3576 -0.6338
C 2.1348 -2.3729 -0.8148 -0.6532
C 0.9507 -2.1694 -1.9090 -0.3608
C -0.4090 -2.9212 -1.5175 0.4288
O -0.4485 -4.0903 -1.0288 -0.5259
O -1.6717 -2.2653 -1.6623 -0.4591
C -0.7729 1.6081 -0.1106 -0.1524
H -0.1456 3.7476 -1.7539 0.2977
H -1.3687 4.8084 -0.8973 0.2957
H -1.8494 3.9718 -2.5587 0.3296
H -4.1583 3.1248 -0.8863 0.3554
H -4.9245 1.0132 0.5794 0.3271
H -3.1051 -0.7114 1.6764 0.3432
H -0.3695 -0.7355 2.5136 0.4786
H -0.2440 -1.6316 0.8869 0.2329
H 2.0253 1.5732 0.8493 -0.1537
H 2.8251 0.6319 3.3339 0.2588
H 2.4160 -1.0524 3.3257 0.2739
H 3.0283 -0.3780 -1.2949 0.3921
H 3.8754 -1.2870 0.0596 0.3641
H 2.9556 -2.9807 -1.3690 0.3767
H 1.8157 -3.0368 0.0682 0.3547
H 1.2630 -2.5952 -2.9418 0.3615
H 0.8090 -1.0359 -2.0891 0.2829
H -1.5852 -1.2923 -1.5240 0.3039
H 0.3121 1.8362 -0.3797 -0.1258
Pt 3.3487 -0.4334 4.9335 0.5452
```

Values from the calculation:
LUMO level = -8.55 eV
charge = +1
molecular weight = 474.1 g/mol


- Among the records above, which one has the highest molecular weight?
  C50H89FN3O17S8